Record 1
Computed, not measured: one molecule with the formula C25H32N4OS, with ωB97M-V/def2-TZVPD.

Geometry as XYZ:
```
63
Properties=species:S:1:pos:R:3
C -6.8821 -3.3218 0.2909
C -6.2108 -2.0296 -0.0612
C -6.7478 -1.2214 -1.0707
C -6.1612 -0.0273 -1.4197
C -5.0073 0.3990 -0.7598
N -4.3941 1.5806 -1.0797
C -3.2594 2.0860 -0.4860
O -2.7891 3.1461 -0.8708
C -2.7082 1.2612 0.5848
C -1.4783 1.7847 1.2777
N -0.2657 1.0956 0.8800
C 0.1716 1.3174 -0.4813
C 0.8941 2.6527 -0.6844
C 2.1332 2.8162 0.1908
N 3.1062 1.7349 0.0549
C 3.6205 1.6139 -1.2982
C 4.1975 1.9413 0.9909
C 0.2929 0.1588 1.6853
S -0.5042 -0.4413 3.0204
N 1.5173 -0.2958 1.3624
C 2.1222 -1.3677 2.1201
C 3.5457 -1.6463 1.6558
C 3.7236 -1.8257 0.1705
C 4.9990 -1.6861 -0.3686
C 5.2230 -1.8455 -1.7237
C 4.1675 -2.1430 -2.5692
C 2.8965 -2.2910 -2.0438
C 2.6761 -2.1389 -0.6851
C -3.2806 0.0825 0.9181
C -4.4516 -0.3972 0.2583
C -5.0710 -1.6081 0.5892
H -6.3358 -3.8430 1.0722
H -6.9438 -3.9687 -0.5833
H -7.8975 -3.1377 0.6401
H -7.6419 -1.5460 -1.5830
H -6.5867 0.5872 -2.2001
H -4.7967 2.1497 -1.8155
H -1.3713 2.8454 1.0329
H -1.5841 1.6614 2.3583
H 0.8109 0.4883 -0.7900
H -0.7169 1.3165 -1.1220
H 1.1533 2.7437 -1.7394
H 0.2064 3.4673 -0.4532
H 1.8217 2.8349 1.2394
H 2.5991 3.7902 -0.0393
H 4.3735 0.8278 -1.3204
H 4.0741 2.5492 -1.6559
H 2.8204 1.3284 -1.9766
H 3.8084 1.9349 2.0087
H 4.9196 1.1342 0.8806
H 4.7169 2.8959 0.8229
H 2.1349 0.2860 0.7904
H 2.1337 -1.1141 3.1889
H 1.4957 -2.2619 2.0195
H 4.1935 -0.8313 1.9866
H 3.8916 -2.5529 2.1620
H 5.8284 -1.4539 0.2862
H 6.2215 -1.7339 -2.1214
H 4.3371 -2.2618 -3.6291
H 2.0682 -2.5298 -2.6954
H 1.6779 -2.2675 -0.2978
H -2.8522 -0.5131 1.7120
H -4.6353 -2.2094 1.3736
```

- ΔE to the lowest compared entry with this formula, charge and spin: 12.3 kJ/mol
- HOMO: -0.2831 Ha
- LUMO level: 0.352 eV
- HOMO-LUMO gap: 8.056 eV

Here are the natural (NBO) charges for atoms 1 to 8, given in e: -0.6224 -0.0489 -0.1687 -0.2454 0.1726 -0.5597 0.6283 -0.6462

---

Record 2
Computed, not measured: C25H32NO2Y as an isolated structure, with ωB97M-V/def2-TZVPD.

Geometry as XYZ:
```
61
Properties=species:S:1:pos:R:3
C -2.8464 -0.4136 -1.0133
C -1.8218 0.3271 -1.6610
C -0.6648 -0.4925 -1.7482
H -1.9320 1.3236 -2.0887
C -0.9734 -1.7565 -1.1540
C -2.3247 -1.7105 -0.7141
H -0.3200 -2.6285 -1.1240
C -1.7762 2.2149 2.0642
C -1.9554 2.4044 0.6597
C -0.6641 2.4349 0.0578
H -2.9089 2.5452 0.1484
C 0.3027 2.2330 1.0817
C -0.3874 2.0780 2.3272
H 0.2542 -0.2512 -2.2843
H -2.8694 -2.5324 -0.2510
H -3.8703 -0.0753 -0.8459
H 0.0867 1.9197 3.2972
H -0.4201 2.6087 -0.9916
H -2.5589 2.1992 2.8165
Y -0.9788 0.0155 0.7811
C 1.7644 1.9674 0.8735
C 2.5372 2.4745 2.0943
C 2.2974 2.6555 -0.3875
H 2.3047 3.5340 2.2574
H 3.6121 2.3599 1.9333
H 2.2808 1.9073 2.9935
H 2.0574 3.7267 -0.3473
H 1.8807 2.2369 -1.3116
H 3.3900 2.5508 -0.4293
C 1.8494 0.4014 0.6951
C 3.2794 -0.1181 0.7207
H 1.3851 0.1253 -0.2823
H 1.3421 -0.1106 1.5573
O 4.1537 0.4877 1.3387
N 3.6219 -1.2619 0.0577
C 2.7831 -2.2623 -0.5957
H 4.5957 -1.5124 0.1688
C 2.5965 -1.9853 -2.0729
C 1.8400 -2.8911 -2.8226
H 1.4919 -3.8055 -2.3378
C 1.5261 -2.6098 -4.1537
H 0.8871 -3.2966 -4.7095
C 2.0298 -1.4460 -4.7570
H 1.7772 -1.2207 -5.7988
C 2.8578 -0.5806 -4.0322
H 3.2779 0.3170 -4.4972
C 3.1553 -0.8573 -2.6885
H 3.8222 -0.1999 -2.1209
H 1.8041 -2.3444 -0.0943
H 3.2925 -3.2325 -0.4730
C -4.8174 -1.4488 1.8851
C -3.9404 -0.3077 2.3361
C -4.0198 -0.1565 3.8355
O -2.5927 -0.5405 1.9759
H -4.5063 -2.3541 2.4086
H -4.7307 -1.6254 0.8130
H -5.8642 -1.2378 2.1239
H -4.2905 0.6190 1.8564
H -3.7904 -1.1241 4.2856
H -3.2912 0.5693 4.1993
H -5.0213 0.1534 4.1447
```

- HOMO: -0.2851 Ha
- LUMO level: -0.038 eV
- HOMO-LUMO gap: 7.719 eV

Here are the natural (NBO) charges for atoms 1 to 8, given in e: -0.3674 -0.2808 -0.4338 0.2258 -0.4116 -0.3078 0.2312 -0.2695

---

Record 3
Computed, not measured: C25H33As2N5Ru as an isolated structure, with ωB97M-V/def2-TZVPD.

Geometry as XYZ:
```
66
Properties=species:S:1:pos:R:3
Ru 0.0810 -0.5641 0.1835
C -1.9178 -4.1127 -0.3296
C -0.9924 -3.2873 0.5078
C 0.3473 -3.0645 0.0655
C 1.3019 -2.4481 0.8728
C 2.7603 -2.4949 0.5019
C 0.8696 -1.9389 2.1120
C -0.4634 -2.1181 2.5657
C -0.8543 -1.7222 3.9554
C -1.3700 -2.8019 1.7435
H -1.7394 -5.1709 -0.1159
H -1.7423 -3.9759 -1.3975
H -2.9632 -3.9112 -0.1013
H 0.6763 -3.5294 -0.8571
H 3.1785 -3.4382 0.8620
H 3.3288 -1.6993 0.9686
H 2.9137 -2.4675 -0.5761
H 1.6038 -1.5353 2.7985
H -1.0591 -2.6277 4.5323
H -1.7736 -1.1350 3.9676
H -0.0680 -1.1736 4.4673
H -2.3673 -3.0066 2.1164
C 3.4511 1.0665 1.1265
As 1.5304 1.1584 1.3063
C 1.2774 1.1969 3.2235
C 1.1629 2.9536 0.7848
C 1.7755 4.0240 1.4317
C 1.4366 5.3166 1.0611
C 0.5051 5.5339 0.0496
C -0.0872 4.4613 -0.6016
C 0.2699 3.1635 -0.2393
As -0.1605 1.6334 -1.3066
C 1.2051 1.8513 -2.6542
C -1.8119 2.0872 -2.1851
H 3.8674 1.8279 1.7853
H 3.7429 1.2687 0.0983
H 3.8369 0.0988 1.4286
H 1.4050 2.2270 3.5503
H 2.0290 0.5708 3.7014
H 0.2816 0.8588 3.4969
H 2.5061 3.8692 2.2165
H 1.8819 6.1564 1.5774
H 0.2549 6.5435 -0.2477
H -0.8005 4.6522 -1.3927
H 1.1157 2.8795 -3.0038
H 1.0622 1.1725 -3.4921
H 2.1906 1.6967 -2.2191
H -1.6713 3.0598 -2.6536
H -2.6322 2.1268 -1.4724
H -2.0388 1.3600 -2.9623
N -4.2749 -0.6013 -0.2828
C -3.2999 -0.2717 0.5652
N -2.1392 -0.4104 -0.0604
C -2.4946 -0.8481 -1.2999
N -3.7839 -0.9729 -1.4767
C -1.4668 -1.1408 -2.2896
C -1.7437 -1.4761 -3.6115
N -0.7753 -1.7050 -4.4867
C 0.4807 -1.6257 -4.0549
C 0.7846 -1.3135 -2.7382
N -0.1927 -1.0619 -1.8597
H -5.2760 -0.6001 -0.1268
H -3.4575 0.0693 1.5760
H -2.7707 -1.5586 -3.9498
H 1.2694 -1.8134 -4.7738
H 1.8041 -1.2617 -2.3814
```

- ΔE to the lowest compared entry with this formula, charge and spin: 0.0 kJ/mol
- HOMO (alpha / beta): -0.6444 / -0.6515 Ha
- Multiplicity: 2
- Expectation value of S²: 0.77
- LUMO level (alpha / beta): -10.737 / -10.477 eV
- HOMO-LUMO gap (alpha / beta): 6.798 / 7.252 eV
- Net charge: +3

Here are the natural (NBO) charges for atoms 1 to 8, given in e: 0.4643 -0.6643 0.0802 -0.1488 -0.0903 -0.6355 -0.2074 0.1032

---

Record 4
Computed, not measured: a 2-piece molecular cluster, C25H33Cl4N3 overall, with ωB97M-V/def2-TZVPD.

Geometry as XYZ:
```
65
Properties=species:S:1:pos:R:3
C -2.9536 3.2896 3.8901
C -2.7128 4.5431 3.1019
C -2.0988 4.4572 1.7964
C -1.6664 3.1543 1.1718
N -1.0604 3.2303 -0.0797
C -0.7485 1.9735 -0.4873
C -0.0072 1.8494 -1.8724
C -0.9692 1.4843 -3.0755
C -1.8605 0.1965 -2.8428
C -1.0279 -1.1508 -2.7761
C -1.8026 -2.3012 -1.9560
C -0.8120 -2.9845 -0.8974
C -1.6056 -3.4883 0.3778
C -1.0587 -2.9382 1.7606
C 0.5063 -2.8263 1.8600
C 0.8398 -2.2847 3.3387
C 1.6585 -0.9309 3.2052
C 3.0966 -1.1441 2.5496
N 3.3637 -0.0569 1.5769
C 3.2253 -0.2051 0.1871
C 3.5773 1.0990 -0.4062
C 3.9436 2.0113 0.7150
C 3.8033 1.2088 1.9329
C -1.0021 0.7010 0.2557
N -1.6102 0.6685 1.4643
C -1.9325 1.9333 1.9457
C -2.5682 2.0220 3.2960
H -3.4040 3.2814 4.9165
H -2.9974 5.5351 3.5268
H -1.9066 5.4077 1.2297
H 0.5412 2.8051 -2.1089
H 0.7793 1.0443 -1.8174
H -1.6867 2.3473 -3.2050
H -0.3792 1.4216 -4.0387
H -2.5238 0.3595 -1.9505
H -2.5224 0.1102 -3.7557
H 0.0041 -0.9592 -2.3793
H -0.9293 -1.5452 -3.8230
H -2.2234 -3.0349 -2.6908
H -2.6564 -1.7663 -1.4446
H -0.0241 -2.2193 -0.6884
H -0.3896 -3.8881 -1.4285
H -2.6603 -3.0848 0.2761
H -1.7362 -4.6112 0.4127
H -1.5856 -1.9798 2.0268
H -1.3747 -3.6901 2.5492
H 1.0527 -3.7801 1.6287
H 0.8883 -2.0103 1.1734
H -0.1390 -1.9886 3.8153
H 1.3717 -3.0550 3.9628
H 1.1167 -0.1747 2.5600
H 1.7958 -0.4239 4.2028
H 3.1787 -2.1572 2.0671
H 3.9032 -1.0815 3.3257
H 2.9080 -1.1384 -0.3323
H 3.5643 1.3136 -1.4992
H 4.2624 3.0658 0.5714
H 4.0105 1.6036 2.9586
H -0.6763 -0.2598 -0.2036
H -2.7824 1.1044 3.9045
Cl 1.8743 0.5937 -5.1760
C 1.3407 -0.0128 -6.7548
Cl -0.1041 -1.0187 -6.5458
Cl 0.9582 1.3562 -7.8136
Cl 2.6342 -0.9809 -7.4837
```

- HOMO: -0.2947 Ha
- LUMO level: -0.285 eV
- HOMO-LUMO gap: 7.735 eV

Here are the natural (NBO) charges for atoms 1 to 8, given in e: -0.2180 -0.2153 -0.2037 0.1056 -0.3746 0.2100 -0.4543 -0.3972

---

Record 5
Computed, not measured: a 22-piece molecular cluster, C25H33Cl64N5O2P overall, with ωB97M-V/def2-TZVPD.

Geometry as XYZ:
```
130
Properties=species:S:1:pos:R:3
N 1.9378 -0.3059 5.7924
C 2.5355 -0.5538 4.3910
O 2.3732 0.4885 3.5294
C 3.3350 -1.9392 4.0331
C 2.6739 -2.8119 2.7962
N 3.2008 -2.4466 1.4252
N 3.1181 -3.5087 0.5233
C 2.4985 -1.2503 0.8220
N 3.2633 -0.2436 0.2839
N 0.9870 -1.1824 0.8745
P 0.3132 0.1316 -0.1240
O -1.4464 0.0149 0.0904
Cl 0.8002 2.0579 0.6312
H 2.5478 0.4810 6.1671
H 1.0066 0.1611 5.5794
H 4.4897 -1.7121 3.8380
H 3.3156 -2.5997 5.0244
H 1.4823 -2.8521 2.8570
H 3.0153 -3.9396 2.9885
H 3.2657 -3.1737 -0.4601
H 3.7566 -4.2943 0.7766
H 3.5286 0.5617 0.9230
H 3.6402 -0.1997 -0.6894
H 0.7413 -1.0003 1.8822
H -1.5597 -0.1418 1.0911
C -3.9515 -0.8634 -1.9302
Cl -4.2452 -2.5398 -2.4232
Cl -3.1586 0.0383 -3.2333
Cl -5.4692 -0.0772 -1.4636
H -3.2867 -0.8710 -1.0627
C 0.9534 -1.7656 -3.7961
Cl 2.0725 -2.1635 -2.4811
Cl 1.1938 -2.8587 -5.1697
Cl -0.7236 -1.8384 -3.2291
H 1.1608 -0.7450 -4.1278
C 3.5775 3.9446 4.8581
Cl 4.3046 3.1892 6.2865
Cl 4.2130 5.5827 4.6293
Cl 3.8689 2.9572 3.4160
H 2.4982 4.0129 5.0164
C -4.9606 -5.3087 0.2405
Cl -3.7194 -4.4276 1.1477
Cl -4.9746 -7.0185 0.7053
Cl -6.5549 -4.5805 0.4996
H -4.7208 -5.2431 -0.8239
C -6.9431 -1.1940 3.0149
Cl -6.6246 0.5205 2.7010
Cl -5.5978 -2.1924 2.4379
Cl -7.2249 -1.4682 4.7426
H -7.8450 -1.4824 2.4689
C -1.7649 3.9029 -3.7839
Cl -1.0378 3.1475 -2.3554
Cl -1.1295 5.5410 -4.0126
Cl -1.4735 2.9156 -5.2259
H -2.8443 3.9712 -3.6256
C -1.7181 9.6047 -5.7371
Cl -0.5990 9.2068 -4.4221
Cl -1.4777 8.5116 -7.1107
Cl -3.3952 9.5319 -5.1701
H -1.5107 10.6253 -6.0688
C 2.7314 2.2699 -3.7906
Cl 4.1814 3.0023 -4.4983
Cl 1.8505 1.3318 -5.0087
Cl 3.1620 1.2471 -2.4093
H 2.0790 3.0717 -3.4353
C 5.3821 -3.9352 6.9506
Cl 6.6874 -2.8557 6.4304
Cl 4.1806 -3.0452 7.9013
Cl 4.6192 -4.7082 5.5507
H 5.8123 -4.7158 7.5831
C 1.9250 12.0999 -2.6748
Cl 2.2359 10.3746 -2.4165
Cl 0.6506 12.3279 -3.8845
Cl 1.4839 12.8876 -1.1503
H 2.8418 12.5627 -3.0490
C 4.4961 -5.1031 -6.0278
Cl 4.8069 -6.8283 -5.7695
Cl 3.2216 -4.8750 -7.2375
Cl 4.0549 -4.3154 -4.5033
H 5.4128 -4.6402 -6.4020
C -1.2516 -4.2908 -7.9270
Cl -1.4893 -2.8615 -8.9470
Cl -2.0666 -5.6987 -8.6293
Cl 0.4759 -4.6176 -7.7070
H -1.6920 -4.0915 -6.9467
C 3.1879 16.3486 0.8518
Cl 3.0641 18.0946 0.5763
Cl 1.6830 15.7199 1.5444
Cl 3.5772 15.5067 -0.6579
H 3.9966 16.1688 1.5647
C 1.6722 -6.8619 -3.2160
Cl 0.6029 -5.8099 -4.1592
Cl 2.0951 -6.0975 -1.6744
Cl 0.9101 -8.4375 -2.9408
H 2.5914 -7.0188 -3.7862
C 8.0629 -3.1151 10.5536
Cl 7.1625 -4.3766 9.6947
Cl 8.9558 -2.0993 9.4088
Cl 6.9676 -2.1292 11.5372
H 8.7827 -3.5984 11.2192
C -2.8432 -10.7623 0.7395
Cl -3.1369 -12.4388 0.2465
Cl -2.0503 -9.8606 -0.5635
Cl -4.3609 -9.9761 1.2061
H -2.1784 -10.7699 1.6071
C -8.0558 -1.0963 9.0384
Cl -7.3288 -1.8516 10.4669
Cl -7.4204 0.5419 8.8097
Cl -7.7644 -2.0836 7.5964
H -9.1352 -1.0280 9.1967
C -10.3092 0.4860 1.2556
Cl -10.9058 -1.1157 1.7230
Cl -8.8647 0.3396 0.2399
Cl -11.5724 1.3988 0.4128
H -10.0380 1.0309 2.1634
C -2.2941 -0.4385 -11.5492
Cl -1.0584 0.8312 -11.5762
Cl -3.8373 0.2077 -10.9657
Cl -2.4875 -1.1525 -13.1592
H -1.9670 -1.2227 -10.8617
C 8.8653 -7.9830 8.6725
Cl 7.7960 -6.9310 7.7293
Cl 9.2882 -7.2186 10.2141
Cl 8.1032 -9.5586 8.9478
H 9.7845 -8.1399 8.1023
C -7.3321 10.2680 -6.3630
Cl -8.2326 9.0066 -7.2219
Cl -6.4393 11.2839 -7.5078
Cl -8.4274 11.2540 -5.3794
H -6.6123 9.7848 -5.6974
```

- HOMO: -0.4397 Ha
- LUMO level: -5.853 eV
- HOMO-LUMO gap: 6.113 eV
- Net charge: +1

Here are the Mulliken charges for atoms 1 to 8, given in e: -0.5627 0.1225 -0.4603 -0.0218 -0.3661 0.4907 -0.4278 -0.7498

---

Record 6
Computed, not measured: one molecule with the formula C25H33N3O6S, with ωB97M-V/def2-TZVPD.

Geometry as XYZ:
```
68
Properties=species:S:1:pos:R:3
C -1.2471 -3.7864 0.0938
O -0.1776 -3.1305 0.7310
C 0.8712 -2.6884 -0.0214
C 1.0137 -2.9966 -1.3689
C 2.1499 -2.6328 -2.0713
C 3.1590 -1.9434 -1.4327
C 3.0196 -1.5613 -0.1010
C 4.1081 -0.7585 0.5586
C 4.4000 0.5905 -0.1431
N 5.4667 1.2850 0.5329
C 6.7682 1.1129 0.2200
C 7.7021 2.0182 0.9962
O 7.1412 0.2962 -0.5970
C 3.1714 1.4997 -0.1219
O 3.1214 2.4964 0.5739
N 2.1937 1.1049 -0.9561
C 0.8608 1.6822 -0.9523
C 0.0209 0.9757 -2.0135
C -1.4225 1.4787 -1.9768
N -2.0025 1.3476 -0.6588
S -2.5506 -0.1844 -0.2373
O -1.9792 -0.5979 1.0139
O -2.4184 -1.0645 -1.3669
C -4.2805 0.1705 0.0208
C -4.7477 0.4055 1.2989
C -6.0786 0.7335 1.4861
C -6.9451 0.8300 0.4016
C -8.3895 1.1628 0.6110
C -6.4527 0.5855 -0.8770
C -5.1228 0.2578 -1.0704
C -1.2439 2.0292 0.3700
C 0.1996 1.5369 0.4225
C 1.8689 -1.9184 0.6162
O 1.8405 -1.4776 1.9069
C 0.7089 -1.6500 2.7372
H -0.9265 -4.7333 -0.3547
H -1.7141 -3.1481 -0.6610
H -1.9672 -3.9872 0.8855
H 0.2375 -3.5445 -1.8763
H 2.2456 -2.9070 -3.1105
H 4.0681 -1.6952 -1.9590
H 3.8422 -0.5635 1.5964
H 5.0408 -1.3277 0.5381
H 4.7137 0.4014 -1.1762
H 5.1582 2.0311 1.1431
H 8.7273 1.8178 0.6997
H 7.5924 1.8368 2.0627
H 7.4637 3.0597 0.7927
H 2.2856 0.1920 -1.3808
H 0.9552 2.7507 -1.1888
H 0.0127 -0.0981 -1.8079
H 0.4459 1.1382 -3.0053
H -2.0384 0.8951 -2.6605
H -1.4709 2.5351 -2.2602
H -4.0650 0.3147 2.1288
H -6.4513 0.9163 2.4832
H -8.8088 1.6481 -0.2665
H -8.9553 0.2489 0.7934
H -8.5174 1.8130 1.4728
H -7.1178 0.6526 -1.7252
H -4.7288 0.0551 -2.0533
H -1.7437 1.8395 1.3196
H -1.2798 3.1022 0.1564
H 0.2009 0.4853 0.7092
H 0.7665 2.1037 1.1605
H 0.9335 -1.0650 3.6299
H 0.5757 -2.6978 3.0132
H -0.2078 -1.2794 2.2758
```

- ΔE to the lowest compared entry with this formula, charge and spin: 31.8 kJ/mol
- HOMO: -0.2944 Ha
- LUMO level: 0.491 eV
- HOMO-LUMO gap: 8.502 eV

Here are the natural (NBO) charges for atoms 1 to 8, given in e: -0.2597 -0.5068 0.2372 -0.2887 -0.2207 -0.2573 -0.0757 -0.4244

---

How do the records compare in energy? In the order shown, they have -45289.3642; -33074.3291; -158143.4796; -81016.7749; -848716.1889; -54051.9109 eV.